The following is a quantum chemistry calculation of 2 unconnected molecules or ions with the total composition C3H10N3O, from the OMol25 dataset.

Each line ends with the Mulliken charge.
CARTESIAN COORDINATES (ANGSTROEM)
C: -0.52 -0.78 0.14  -0.224
C: 0.89 1.01 1.61  -1.316
C: 0.75 0.83 0.11  0.749
N: -0.94 -1.17 -0.94  0.259
N: -1.33 -2.42 -1.35  -0.728
N: 0.17 1.81 -0.62  -0.484
O: 1.73 0.21 -0.60  -0.508
H: -0.28 -1.38 1.05  0.328
H: -0.01 0.94 2.25  0.324
H: 1.31 2.05 1.57  0.427
H: 1.74 0.35 1.99  0.351
H: -1.81 -3.04 -0.64  0.300
H: -1.74 -2.40 -2.27  0.258
H: 0.60 2.10 -1.57  0.288
H: -0.92 -0.48 -1.69  0.312
H: -0.21 2.61 -0.11  0.259
H: 2.02 -0.64 -0.20  0.405

Values from the calculation:
Frontier orbital gap = 0.361 Eh
2S+1 = 1
E_HOMO = -13.219 eV
Total charge = +1

The following is a quantum chemistry calculation of 2 unconnected molecules or ions with the total composition C7H14N5, from the OMol25 dataset.

Each line ends with the Mulliken charge.
CARTESIAN COORDINATES (ANGSTROEM)
C: -3.36 0.77 0.23  -0.459
C: -2.13 1.33 0.41  -0.164
C: 0.11 0.30 -0.06  0.544
C: 0.81 2.59 -0.45  -1.060
C: 2.38 0.73 0.25  -0.807
C: 0.89 -2.03 -1.24  -0.842
C: -0.06 -2.37 1.16  -0.872
N: -3.17 -0.52 -0.33  -0.637
N: -1.94 -0.73 -0.45  -0.023
N: -1.22 0.35 -0.02  0.503
N: 1.03 1.15 -0.15  0.033
N: 0.86 -1.66 0.19  -0.258
H: -4.45 1.09 0.13  0.371
H: -1.81 2.08 1.08  0.415
H: 0.87 3.21 0.51  0.366
H: 1.52 2.94 -1.14  0.361
H: -0.12 2.91 -0.87  0.438
H: 2.33 -0.33 0.27  0.351
H: 3.11 0.97 -0.52  0.357
H: 2.62 1.20 1.23  0.331
H: -0.13 -1.94 -1.64  0.276
H: 1.19 -3.09 -1.05  0.429
H: 1.45 -1.24 -1.67  0.292
H: -1.06 -2.34 0.87  0.387
H: 0.07 -1.97 2.20  0.294
H: 0.16 -3.38 1.06  0.377

Values from the calculation:
Frontier orbital gap (alpha / beta) = 0.331 / 0.331 Eh
2S+1 = 1
E_HOMO (alpha / beta) = -13.237 / -13.236 eV
Total charge = +1

The following is a quantum chemistry calculation of C6H9FO2 in the gas phase, from the OMol25 dataset.

Each line ends with the Mulliken charge.
CARTESIAN COORDINATES (ANGSTROEM)
C: -1.51 -1.72 0.06  -0.870
C: -1.32 -0.61 0.78  -0.342
C: 0.76 0.26 -0.36  0.447
C: -1.43 1.41 -1.02  -1.083
C: 2.82 -0.51 0.55  -0.671
C: -0.87 0.77 0.28  1.087
O: 1.09 0.39 -1.49  -0.554
O: 1.39 -0.20 0.72  -0.254
F: -0.68 1.67 1.22  -0.325
H: -1.87 -2.53 0.60  0.335
H: -1.72 -1.85 -1.05  0.235
H: -1.39 -0.61 1.91  0.269
H: -2.08 2.29 -0.66  0.324
H: -2.05 0.84 -1.73  0.294
H: -0.57 1.85 -1.55  0.303
H: 2.98 -0.17 -0.50  0.325
H: 3.11 -1.41 0.87  0.273
H: 3.32 0.11 1.37  0.207

Values from the calculation:
Frontier orbital gap = 0.365 Eh
SMILES string = C=C[C@@](C)(F)C(=O)OC
2S+1 = 1
E_HOMO = -9.089 eV
Total charge = 0

The following is a quantum chemistry calculation of C3H5NO2 in the gas phase, from the OMol25 dataset.

Each line ends with the Mulliken charge.
CARTESIAN COORDINATES (ANGSTROEM)
O: 0.29 1.86 -0.63  -0.512
C: 0.24 0.63 0.01  0.289
C: -1.04 -0.15 -0.23  -0.435
N: -0.27 -1.37 0.04  -0.287
C: 0.98 -0.75 0.01  0.256
O: 2.08 -1.16 0.27  -0.574
H: 1.15 2.28 -0.60  0.326
H: 0.38 0.68 1.12  0.167
H: -1.83 0.10 0.48  0.252
H: -1.43 -0.12 -1.25  0.246
H: -0.56 -2.00 0.78  0.272

Values from the calculation:
Frontier orbital gap = 0.376 Eh
SMILES string = O=C1NC[C@@H]1O
2S+1 = 1
E_HOMO = -9.603 eV
Total charge = 0

The following is a quantum chemistry calculation of C4H8O2 in the gas phase, from the OMol25 dataset.

Each line ends with the Mulliken charge.
CARTESIAN COORDINATES (ANGSTROEM)
C: 1.85 0.65 -0.17  -1.206
C: 0.91 -0.30 0.52  0.243
O: -0.01 0.19 1.49  -0.450
C: -0.52 -0.35 0.27  -0.108
C: -1.30 0.64 -0.59  -0.556
O: -2.67 0.60 -0.25  -0.523
H: 1.33 1.54 -0.53  0.330
H: 2.29 0.14 -1.03  0.288
H: 2.66 0.97 0.50  0.318
H: 1.37 -1.24 0.83  0.406
H: -1.04 -1.30 0.38  0.379
H: -1.22 0.37 -1.65  0.255
H: -0.87 1.64 -0.45  0.322
H: -2.75 0.79 0.69  0.303

Values from the calculation:
Frontier orbital gap = 0.418 Eh
SMILES string = C[C@H]1O[C@H]1CO
2S+1 = 1
E_HOMO = -10.313 eV
Total charge = 0

The following is a quantum chemistry calculation of C2H2O3S in the gas phase, from the OMol25 dataset.

Each line ends with the Mulliken charge.
CARTESIAN COORDINATES (ANGSTROEM)
C: -0.36 0.00 -0.70  -0.885
C: -0.48 -1.03 -1.50  0.924
O: 1.52 1.28 0.20  -0.485
O: -0.30 0.40 1.72  -0.467
O: -0.64 -2.03 -2.02  -0.307
S: 0.88 0.09 0.59  0.573
H: -0.62 1.01 -0.93  0.316
H: 0.00 0.29 2.65  0.332

Values from the calculation:
Frontier orbital gap = 0.366 Eh
2S+1 = 1
E_HOMO = -9.609 eV
Total charge = 0

The following is a quantum chemistry calculation of C4H4O in the gas phase, from the OMol25 dataset.

Each line ends with the Mulliken charge.
CARTESIAN COORDINATES (ANGSTROEM)
C: 0.64 1.45 -0.91  -1.218
C: 0.13 0.28 -0.20  0.948
C: -0.29 -0.68 0.38  -0.022
C: -0.79 -1.81 1.15  -0.418
O: -0.95 -2.92 0.70  -0.434
H: 1.39 1.16 -1.65  0.292
H: 1.10 2.16 -0.21  0.294
H: -0.17 1.97 -1.43  0.285
H: -1.02 -1.58 2.21  0.271

Values from the calculation:
Frontier orbital gap = 0.394 Eh
SMILES string = CC#CC=O
2S+1 = 1
E_HOMO = -10.393 eV
Total charge = 0

Calculated values (kJ/mol) of energy above the lowest of the compared OMol25 structures with the same formula, charge and spin for the records, taken in order: 476.8; 511.5; 234.9; 180.8; 190.3; 249.1; 131.4.